(1)
{
  "formula": "C43H99N2O4",
  "method": "ωB97M-V with the def2-TZVPD basis set",
  "e_above_lowest_kcal_mol": 0.00,
  "homo_lumo_gap_ev": 6.28,
  "largest_force_ha_per_bohr": 0.014,
  "total_energy_ev": -57368.650,
  "charge": -1,
  "symbols": ["C", "O", "C", "C", "C", "C", "C", "N", "N", "O", "C", "O", "O", "H", "H", "H", "H", "H", "H", "H", "H", "H", "H", "H", "H", "H", "H", "H", "C", "C", "C", "C", "C", "C", "H", "H", "H", "H", "H", "H", "H", "H", "H", "H", "H", "H", "H", "H", "C", "C", "C", "C", "C", "C", "H", "H", "H", "H", "H", "H", "H", "H", "H", "H", "H", "H", "H", "H", "C", "C", "C", "C", "C", "C", "H", "H", "H", "H", "H", "H", "H", "H", "H", "H", "H", "H", "H", "H", "C", "C", "C", "C", "C", "C", "H", "H", "H", "H", "H", "H", "H", "H", "H", "H", "H", "H", "H", "H", "C", "C", "C", "C", "C", "C", "H", "H", "H", "H", "H", "H", "H", "H", "H", "H", "H", "H", "H", "H", "C", "C", "C", "C", "C", "C", "H", "H", "H", "H", "H", "H", "H", "H", "H", "H", "H", "H", "H", "H"],
  "coordinates": [[5.813, -0.674, -2.402], [5.274, 0.397, -3.128], [3.859, 0.297, -3.323], [3.103, 1.180, -2.345], [1.630, 1.452, -2.701], [0.567, 0.677, -1.910], [0.129, -0.699, -2.452], [-0.224, -1.523, -1.304], [1.257, -1.341, -3.180], [1.319, -2.750, -2.954], [-1.030, -0.540, -3.506], [-0.823, 0.366, -4.344], [-1.993, -1.333, -3.398], [6.768, -0.351, -1.982], [5.162, -0.980, -1.573], [5.992, -1.548, -3.044], [3.555, -0.749, -3.252], [3.651, 0.618, -4.346], [3.179, 0.761, -1.334], [3.651, 2.128, -2.327], [1.447, 1.293, -3.768], [1.451, 2.514, -2.525], [0.917, 0.536, -0.879], [-0.339, 1.293, -1.876], [-0.709, -2.339, -1.666], [-0.941, -1.000, -0.807], [1.038, -1.296, -4.170], [1.946, -2.820, -2.229], [11.684, -2.095, -5.842], [10.693, -3.253, -5.900], [9.234, -2.804, -5.976], [8.755, -1.976, -4.782], [8.910, -2.659, -3.425], [8.117, -3.956, -3.301], [11.538, -1.485, -4.949], [12.713, -2.455, -5.829], [11.568, -1.442, -6.711], [10.838, -3.900, -5.030], [10.913, -3.871, -6.775], [8.597, -3.686, -6.089], [9.092, -2.214, -6.887], [7.700, -1.726, -4.933], [9.284, -1.019, -4.762], [8.578, -1.962, -2.652], [9.967, -2.858, -3.218], [7.054, -3.780, -3.483], [8.216, -4.386, -2.303], [8.456, -4.707, -4.017], [5.918, 0.298, -10.606], [4.444, 0.620, -10.379], [4.215, 1.778, -9.409], [4.758, 1.547, -7.997], [4.215, 0.301, -7.299], [2.703, 0.323, -7.094], [6.407, -0.016, -9.682], [6.040, -0.507, -11.332], [6.453, 1.173, -10.983], [3.929, -0.273, -10.016], [3.979, 0.869, -11.336], [3.143, 1.988, -9.356], [4.680, 2.681, -9.819], [4.521, 2.424, -7.387], [5.851, 1.492, -8.029], [4.707, 0.214, -6.326], [4.498, -0.595, -7.860], [2.398, 1.195, -6.512], [2.370, -0.563, -6.553], [2.162, 0.349, -8.041], [-1.696, 3.671, -3.421], [-0.751, 4.512, -2.570], [-1.355, 5.833, -2.094], [-1.771, 6.786, -3.217], [-0.650, 7.156, -4.186], [0.520, 7.873, -3.520], [-1.981, 4.188, -4.340], [-1.249, 2.716, -3.711], [-2.613, 3.448, -2.868], [0.171, 4.703, -3.128], [-0.453, 3.934, -1.692], [-0.643, 6.337, -1.432], [-2.236, 5.618, -1.480], [-2.171, 7.703, -2.770], [-2.594, 6.341, -3.783], [-1.064, 7.795, -4.971], [-0.286, 6.256, -4.690], [0.184, 8.785, -3.021], [1.280, 8.152, -4.252], [1.002, 7.242, -2.772], [-2.812, -0.994, 4.953], [-2.088, 0.329, 4.722], [-2.297, 0.902, 3.321], [-1.795, 0.009, 2.184], [-0.316, -0.366, 2.264], [0.617, 0.840, 2.209], [-2.448, -1.773, 4.282], [-2.663, -1.344, 5.976], [-3.886, -0.884, 4.789], [-1.019, 0.197, 4.913], [-2.438, 1.062, 5.454], [-1.809, 1.879, 3.261], [-3.365, 1.090, 3.171], [-1.977, 0.523, 1.234], [-2.392, -0.906, 2.144], [-0.086, -1.031, 1.429], [-0.120, -0.939, 3.176], [0.451, 1.414, 1.295], [1.662, 0.526, 2.216], [0.469, 1.510, 3.059], [-5.252, -2.480, 8.050], [-4.192, -1.768, 8.882], [-3.147, -2.710, 9.478], [-3.708, -3.760, 10.440], [-4.487, -3.191, 11.625], [-3.652, -2.287, 12.525], [-5.838, -3.179, 8.650], [-5.948, -1.762, 7.613], [-4.793, -3.040, 7.233], [-4.674, -1.192, 9.677], [-3.678, -1.037, 8.252], [-2.383, -2.117, 9.988], [-2.632, -3.227, 8.663], [-2.877, -4.363, 10.819], [-4.354, -4.451, 9.890], [-4.879, -4.024, 12.215], [-5.361, -2.640, 11.265], [-2.781, -2.821, 12.911], [-4.233, -1.934, 13.379], [-3.292, -1.407, 11.990], [-10.240, -1.972, 9.230], [-9.786, -2.276, 7.806], [-9.131, -1.086, 7.108], [-10.032, 0.138, 6.935], [-11.327, -0.125, 6.168], [-11.101, -0.613, 4.741], [-11.002, -1.192, 9.253], [-10.662, -2.857, 9.707], [-9.399, -1.633, 9.840], [-10.638, -2.631, 7.218], [-9.070, -3.101, 7.826], [-8.761, -1.407, 6.130], [-8.246, -0.788, 7.678], [-9.464, 0.915, 6.414], [-10.278, 0.554, 7.916], [-11.910, 0.800, 6.144], [-11.939, -0.852, 6.710], [-10.506, 0.105, 4.174], [-12.048, -0.749, 4.216], [-10.576, -1.569, 4.719]],
  "mulliken_charge": [-0.538, -0.482, 0.334, -1.001, 0.289, -0.797, 0.867, -0.702, 0.061, -0.547, 0.358, -0.683, -0.808, 0.288, 0.330, 0.145, 0.324, -0.360, 0.171, 0.387, 0.256, -0.240, -0.113, 0.379, 0.286, 0.144, 0.171, 0.303, -1.192, -0.395, -0.813, -0.265, -0.431, -1.251, 0.280, 0.382, 0.293, 0.220, 0.377, 0.348, 0.373, 0.151, 0.307, 0.265, 0.403, 0.283, 0.373, 0.333, -1.126, -0.373, -0.769, -0.854, 0.174, -1.261, 0.212, 0.379, 0.292, 0.250, 0.400, 0.313, 0.415, 0.359, 0.352, 0.009, 0.305, 0.268, 0.267, 0.459, -1.028, 0.173, -0.973, -0.790, -0.376, -1.200, 0.350, 0.217, 0.250, 0.146, 0.184, 0.334, 0.416, 0.433, 0.318, 0.388, 0.264, 0.294, 0.375, 0.281, -0.912, -0.461, -0.958, -0.553, -0.394, -1.155, 0.318, 0.140, 0.286, 0.248, 0.381, 0.351, 0.399, 0.392, 0.362, 0.308, 0.367, 0.109, 0.380, 0.397, -1.040, -0.396, -0.743, -0.793, -0.251, -1.214, 0.397, 0.173, 0.292, 0.345, 0.318, 0.341, 0.374, 0.403, 0.307, 0.376, 0.156, 0.290, 0.384, 0.285, -1.189, -0.433, -0.383, -0.845, -0.412, -1.191, 0.280, 0.388, 0.268, 0.268, 0.364, 0.367, 0.214, 0.385, 0.364, 0.368, 0.235, 0.297, 0.381, 0.278]
}



(2)
{
  "formula": "C16H22BCl23F4O3P",
  "method": "ωB97M-V with the def2-TZVPD basis set",
  "homo_lumo_gap_ev": 6.16,
  "largest_force_ha_per_bohr": 0.099,
  "total_energy_ev": -331939.226,
  "charge": -1,
  "symbols": ["C", "O", "C", "C", "C", "B", "C", "Cl", "C", "C", "Cl", "P", "O", "O", "C", "F", "F", "C", "F", "F", "H", "H", "H", "H", "H", "H", "H", "H", "H", "H", "H", "H", "H", "H", "H", "C", "Cl", "Cl", "Cl", "H", "C", "Cl", "Cl", "Cl", "H", "C", "Cl", "Cl", "Cl", "H", "C", "Cl", "Cl", "Cl", "H", "C", "Cl", "Cl", "Cl", "H", "C", "Cl", "Cl", "Cl", "H", "C", "Cl", "Cl", "Cl", "H"],
  "coordinates": [[4.182, 0.544, 3.939], [4.262, -0.871, 3.518], [3.933, -1.028, 2.081], [2.304, -0.800, 1.774], [2.067, -1.209, 0.226], [1.019, -0.357, -0.661], [-0.403, -1.140, -1.055], [-1.001, -1.121, -2.849], [-1.299, -1.840, -0.103], [-2.708, -2.573, -0.620], [-0.942, -1.925, 1.705], [1.887, -0.133, -2.402], [2.183, -1.817, -2.890], [3.492, 0.517, -2.228], [0.588, 1.130, -0.143], [-0.142, 1.142, 1.181], [-0.474, 1.593, -1.119], [1.740, 2.287, -0.199], [1.233, 3.437, 0.640], [3.056, 1.927, 0.360], [3.446, 0.568, 4.874], [5.238, 0.991, 4.262], [3.765, 1.268, 3.119], [4.494, -0.194, 1.439], [4.273, -2.087, 1.675], [1.764, -1.587, 2.491], [2.090, 0.305, 2.076], [1.712, -2.349, 0.211], [3.129, -1.223, -0.315], [-2.570, -3.152, -1.634], [-3.522, -1.710, -0.740], [-3.136, -3.278, 0.239], [3.161, -2.045, -2.737], [4.205, -0.184, -2.287], [1.865, 2.693, -1.290], [-3.959, 0.350, -5.147], [-4.466, -1.272, -4.643], [-2.955, 0.263, -6.605], [-5.370, 1.385, -5.424], [-3.362, 0.789, -4.343], [-6.406, -0.410, -0.094], [-6.913, -2.032, 0.409], [-5.403, -0.497, -1.552], [-7.817, 0.625, -0.371], [-5.809, 0.029, 0.709], [8.096, -0.657, 3.664], [7.519, 0.923, 3.108], [8.545, -1.675, 2.285], [9.469, -0.464, 4.767], [7.285, -1.149, 4.206], [-4.723, 5.040, -4.903], [-5.014, 5.771, -3.315], [-5.964, 5.551, -6.060], [-3.108, 5.463, -5.496], [-4.778, 3.953, -4.797], [-1.960, 0.226, 4.961], [-3.348, -0.544, 4.175], [-2.500, 1.329, 6.238], [-0.860, -0.997, 5.619], [-1.418, 0.808, 4.210], [6.133, -2.384, 7.284], [5.785, -0.685, 7.650], [4.635, -3.263, 6.933], [7.261, -2.508, 5.923], [6.600, -2.837, 8.162], [-7.928, 0.625, -7.943], [-9.351, 1.337, -7.164], [-8.216, -1.081, -8.324], [-7.504, 1.527, -9.408], [-7.088, 0.685, -7.247]],
  "mulliken_charge": [-0.398, -0.285, -0.550, 0.191, -0.626, 0.981, 0.021, -0.188, -0.029, -0.512, -0.131, -0.146, -0.519, -0.430, 0.505, -0.339, -0.392, 0.094, -0.349, -0.232, 0.205, 0.095, 0.176, 0.255, 0.213, 0.230, 0.009, 0.127, -0.018, 0.276, -0.138, 0.283, 0.239, 0.225, 0.254, 0.136, -0.128, -0.137, -0.167, 0.253, -0.011, -0.134, -0.039, -0.141, 0.283, 0.711, -0.139, -0.145, -0.134, -0.311, 0.585, -0.128, -0.136, -0.123, -0.200, 0.271, -0.110, -0.153, -0.120, 0.105, -0.026, -0.127, -0.108, -0.103, 0.363, 0.727, -0.130, -0.131, -0.128, -0.320]
}